(1)
Below is a 2-piece molecular cluster, C2H7PS3 overall, with properties calculated with wB97M-V/def2-TZVPD.

Element x y z (Å)
S: 0.86640 1.45082 0.79408
H: 0.53107 -1.45353 -2.27082
P: -0.15373 0.66857 -0.99808
H: -0.60305 3.04603 -0.02614
C: 0.08743 3.13201 0.72477
H: 0.82796 3.88384 0.49006
H: 2.38473 -3.75520 1.20294
C: 0.53022 -0.99923 -1.21078
S: -2.05064 1.09192 -0.93971
H: -0.33366 3.32506 1.70714
H: 0.10238 -1.88133 -0.48829
S: 1.33850 -3.53436 0.48730
H: 1.68297 -0.85139 -1.03172

- LUMO (alpha / beta) (eV) = -2.70 / -1.57
- gap between HOMO and LUMO (alpha / beta) (eV) = 5.2 / 7.3
- E (eV) = -43979.603
- spin multiplicity = 1
- total charge = 0
- HOMO (alpha / beta) (eV) = -7.9 / -8.9
- relative energy (zero: lowest compared OMol25 entry of this formula, charge and spin) (eV) = 3.115

Here are the Mulliken charges for atoms 1 to 5, given in e: number 1, S, carries -0.1519; number 2, H, carries 0.3806; number 3, P, carries 0.3516; number 4, H, carries 0.1978; number 5, C, carries -0.6569


(2)
Below is an isolated molecule of ClH2NOS2, with properties calculated with wB97M-V/def2-TZVPD.

Element x y z (Å)
Cl: -2.01415 0.42339 -0.71566
H: -0.83641 0.90748 1.09457
S: 0.67718 -0.35338 -0.11351
S: 1.95453 0.42422 1.15976
N: -0.79381 0.07603 0.54143
H: 0.38159 0.24761 -1.49816
O: 0.63106 -1.72537 -0.46843

- LUMO (eV) = -0.56
- gap between HOMO and LUMO (eV) = 9.5
- E (eV) = -37759.715
- spin multiplicity = 1
- total charge = 0
- HOMO (eV) = -10.0
- relative energy (zero: lowest compared OMol25 entry of this formula, charge and spin) (eV) = 2.068

Here are the Mulliken charges for atoms 1 to 5, given in e: number 1, Cl, carries -0.0572; number 2, H, carries 0.3522; number 3, S, carries 0.6100; number 4, S, carries -0.3068; number 5, N, carries -0.3278


(3)
Below is C30H53MoNP2 as an isolated structure, with properties calculated with wB97M-V/def2-TZVPD.

Element x y z (Å)
C: 1.28193 -1.85768 6.19672
C: 2.33783 3.74733 -0.37392
C: -3.64289 1.22314 -2.59389
H: -1.81105 -1.84964 2.09011
H: 1.06545 -4.93643 -0.93183
H: 3.05088 -0.64486 6.88556
P: 1.28556 -2.52541 -0.60996
H: 1.75199 4.12336 2.49604
H: 4.56002 1.89639 1.24961
C: 0.01027 1.55109 -3.10778
H: -3.92849 0.48056 -3.34414
H: 2.49487 -2.18616 1.51146
C: -3.65371 -1.87592 -1.62278
H: 4.07302 1.54177 -0.44739
H: -1.83950 -2.87007 0.63820
H: 0.86311 -2.37078 7.05039
C: 1.44812 -2.25355 1.18164
H: 3.39146 -3.77290 -0.86818
H: 3.49182 1.24378 4.62381
C: -0.40254 1.70882 -4.55699
H: -2.54993 3.32743 0.06309
C: 2.38088 -0.99285 6.11240
H: -3.64811 -2.73586 -0.94512
C: 1.01994 0.56449 -2.71986
P: 2.15476 2.37283 0.85006
H: 2.81778 -2.98975 -2.38880
C: -1.11621 0.89495 1.83445
H: -3.14425 2.07020 -3.07899
H: 1.45029 -2.39473 -4.06216
C: -2.82640 -0.76900 -1.06528
C: -1.21900 0.52576 -5.13198
C: 2.49699 -0.62591 4.72487
H: 4.54781 -0.16486 4.49937
C: -2.19722 -0.79958 0.22787
H: -0.57947 1.86201 1.78771
C: 0.91463 -1.45613 -4.28768
C: 2.43632 3.26618 2.43409
H: -2.19854 0.91937 -5.44470
C: -2.78126 0.61049 -1.54132
Mo: -0.87728 -0.06602 -2.30747
C: -0.48882 -1.51060 -3.71145
H: 1.62464 0.83349 -1.85061
C: -1.68060 0.48014 0.52361
H: -4.70422 -1.57710 -1.74860
N: 1.49302 -1.20960 4.00144
H: -1.81582 3.26872 -1.56648
H: 2.68656 -0.66953 -3.31892
H: -0.71416 0.16761 -6.04570
H: 0.06493 2.50780 -2.56483
H: 0.93001 -1.40339 -5.39253
H: 2.20143 2.59917 3.27580
C: 1.75162 -0.27178 -3.74731
H: -0.80299 -2.51300 -3.41970
H: -0.78247 3.09297 -0.10660
C: 3.76107 1.49235 0.60641
C: -1.52160 -0.57845 -4.13563
H: 3.53703 0.29985 3.10452
C: -2.28871 -1.98328 1.11397
H: -3.28724 -2.21701 -2.59783
H: 1.38948 4.30750 -0.40088
H: 3.58354 -1.99204 -1.12102
H: -2.54119 -0.95804 -4.21519
C: -1.76516 2.83148 -0.55361
H: -0.23508 -3.97783 -1.71075
C: -0.37089 -2.85051 4.51469
H: 2.50608 3.32638 -1.37619
H: -0.39836 0.15032 2.21883
H: -1.90041 1.00270 2.61454
H: -4.57140 1.60534 -2.15271
H: 0.92229 -3.01636 1.76836
H: 0.47972 1.87876 -5.19890
C: 0.37547 -4.09341 -0.79816
H: 0.97294 -1.28181 1.40686
H: -1.30183 -2.44799 4.93930
H: -3.33730 -2.25556 1.32102
H: 3.47433 3.61806 2.52742
H: -0.30353 -4.28390 0.04286
H: 3.59844 0.43180 0.85687
H: 3.16252 4.43321 -0.11800
H: -0.21600 -3.84578 4.95551
C: 3.56762 0.23307 4.19843
C: 2.94015 -2.86954 -1.29737
C: 0.76743 -1.98369 4.85718
H: 2.08978 0.34225 -4.60228
H: -1.02688 2.61452 -4.61860
H: -0.49246 -2.96631 3.43423
C: -1.94420 1.35051 -0.58222

- LUMO (alpha / beta) (eV) = -7.94 / -8.91
- gap between HOMO and LUMO (alpha / beta) (eV) = 4.5 / 4.1
- E (eV) = -53873.047
- spin multiplicity = 3
- total charge = +2
- HOMO (alpha / beta) (eV) = -12.4 / -13.1
- expectation value of S² = 2.06

Here are the Mulliken charges for atoms 1 to 5, given in e: number 1, C, carries -0.8704; number 2, C, carries -1.4296; number 3, C, carries -1.6368; number 4, H, carries 0.1122; number 5, H, carries 0.4687


(4)
Below is an isolated molecule of C2H4O3, with properties calculated with wB97M-V/def2-TZVPD.

Element x y z (Å)
C: 0.52443 0.15167 0.02428
O: -1.83639 -0.03989 -0.09502
H: -0.62840 -1.34262 1.03420
H: -0.51968 -1.51210 -0.71719
O: 1.71042 -0.42204 -0.01986
H: 1.64446 -1.38410 -0.19679
O: 0.35652 1.33473 0.00291
H: -1.56680 0.91526 0.21518
C: -0.65343 -0.76146 0.06912

- LUMO (eV) = 0.37
- gap between HOMO and LUMO (eV) = 11.2
- E (eV) = -8281.086
- spin multiplicity = 1
- total charge = 0
- HOMO (eV) = -10.8
- relative energy (zero: lowest compared OMol25 entry of this formula, charge and spin) (eV) = 0.473

Here are the Mulliken charges for atoms 1 to 5, given in e: number 1, C, carries 0.7957; number 2, O, carries -0.5344; number 3, H, carries 0.2724; number 4, H, carries 0.3131; number 5, O, carries -0.4684


(5)
Below is C10H8O5S5W as an isolated structure, with properties calculated with wB97M-V/def2-TZVPD.

Element x y z (Å)
O: 0.43254 0.05927 -2.30238
O: -0.13806 1.67673 -0.74952
H: 0.68122 -0.43710 3.44886
H: -4.20281 1.80580 1.18737
C: -2.23777 0.98835 1.31249
C: 1.19343 -3.42937 -0.58382
S: 2.03141 -1.04687 0.34705
O: 4.01701 -5.93793 -0.77539
S: 3.80804 -3.40700 -0.07855
C: -1.41353 1.82647 2.04684
S: 1.53189 -5.08735 -0.99712
S: -0.39575 -2.83573 -0.67782
C: 2.23452 -2.65877 -0.15964
O: -1.77697 0.28860 -1.66327
C: -3.38160 1.54311 0.51565
C: -0.37660 1.32062 2.82042
O: -0.81660 2.09022 -3.14557
C: -0.95739 -0.91020 2.14810
H: -2.73156 -1.07514 0.93279
H: -0.85639 -1.97780 2.27312
H: 0.25596 1.99760 3.38023
C: -0.13703 -0.04009 2.86331
S: -0.61108 1.16470 -2.09936
H: -1.57695 2.89591 1.99661
H: -3.74416 0.82804 -0.21692
W: -0.17471 -0.50503 -0.37269
C: 3.27873 -5.00653 -0.65234
H: -3.07901 2.44427 -0.01760
C: -2.00087 -0.40096 1.36642

- LUMO (alpha / beta) (eV) = -2.36 / -1.47
- gap between HOMO and LUMO (alpha / beta) (eV) = 6.0 / 6.9
- E (eV) = -76739.536
- spin multiplicity = 3
- total charge = 0
- HOMO (alpha / beta) (eV) = -8.3 / -8.4
- relative energy (zero: lowest compared OMol25 entry of this formula, charge and spin) (eV) = 0.402
- expectation value of S² = 2.21

Here are the Mulliken charges for atoms 1 to 5, given in e: number 1, O, carries -0.5216; number 2, O, carries -0.5764; number 3, H, carries 0.4557; number 4, H, carries 0.4350; number 5, C, carries 1.1286


(6)
Below is a 4-piece molecular cluster, C6H14O3 overall, with properties calculated with wB97M-V/def2-TZVPD.

Element x y z (Å)
H: 0.73506 2.17946 2.16334
H: -2.50575 -1.74076 -1.05337
C: 0.29941 -1.29298 -0.53452
H: -1.05795 0.99102 -2.76712
H: 2.52196 3.72214 -0.03454
C: -0.99927 0.44963 -1.83755
C: -0.68394 -2.27208 -0.03597
O: 1.83627 3.16212 -0.41356
H: -0.68787 0.07327 2.09159
H: 0.62384 -0.64030 -2.56509
C: -1.96978 -2.34861 -0.33999
O: -0.73416 -0.53951 2.83498
H: 0.48481 2.53911 0.69697
C: 1.41913 -1.00708 0.12200
H: -2.57251 -3.10251 0.14952
H: -0.26228 -2.91258 0.73583
H: -0.40481 -1.38557 2.53614
H: 1.69786 -1.51543 1.03037
O: 0.04427 2.19549 1.49581
H: 2.10840 -0.23332 -0.18971
C: -0.04725 -0.46429 -1.72648
H: 1.81191 3.43373 -1.33988
H: -1.65734 0.70904 -1.01876

- LUMO (eV) = 0.27
- gap between HOMO and LUMO (eV) = 9.1
- E (eV) = -12589.667
- spin multiplicity = 1
- total charge = 0
- HOMO (eV) = -8.9
- relative energy (zero: lowest compared OMol25 entry of this formula, charge and spin) (eV) = 2.430

Here are the Mulliken charges for atoms 1 to 5, given in e: number 1, H, carries 0.2700; number 2, H, carries 0.3263; number 3, C, carries 0.6363; number 4, H, carries 0.2969; number 5, H, carries 0.2782